Record 1
The following is a quantum chemistry calculation of 8 unconnected molecules or ions with the total composition C16H48O8 in a non-equilibrium geometry, from OMol25.

ORCA input file:
```
! wB97M-V def2-TZVPD RIJCOSX def2/J DEFGRID3
* xyz -1 2
C 3.13309 -0.55154 2.04886
C 2.40908 -0.82853 3.37133
O 1.01068 -1.15618 3.18833
H 4.09927 -0.11927 2.30915
H 2.54214 0.20127 1.52718
H 3.26148 -1.46885 1.47427
H 2.28516 0.13866 3.85846
H 2.87689 -1.49198 4.09872
H 0.55398 -0.31740 3.28558
C 0.91043 -0.96474 -0.97755
C -0.51805 -1.00441 -0.41991
O -1.11001 0.32516 -0.65090
H 1.33328 -0.07435 -0.51226
H 0.96539 -0.86374 -2.06147
H 1.49784 -1.82637 -0.66028
H -0.54914 -1.32406 0.62170
H -1.03667 -1.89306 -0.77969
H -1.39545 0.42460 -1.56207
C -4.16311 -0.75923 -2.53709
C -3.50575 -0.06564 -3.67448
O -2.21247 0.25199 -3.14935
H -5.18415 -1.11830 -2.66612
H -4.30653 -0.11482 -1.66976
H -3.64325 -1.67421 -2.25307
H -4.06342 0.84549 -3.89112
H -3.36985 -0.68685 -4.55976
H -1.58992 0.52296 -3.82803
C 3.83743 4.44432 -0.47860
C 2.39896 4.03295 -0.16605
O 2.32981 2.60515 -0.14017
H 3.88920 5.48243 -0.15034
H 4.10369 4.44784 -1.53557
H 4.60160 3.77264 -0.08745
H 1.66779 4.43778 -0.86577
H 2.07971 4.46848 0.78078
H 1.57888 2.31069 0.38040
C 2.12137 -5.59641 1.33451
C 2.24806 -4.18177 1.93630
O 1.04845 -3.94667 2.74163
H 2.43622 -6.32724 2.07940
H 2.75824 -5.66969 0.45296
H 1.06317 -5.78945 1.15835
H 2.24746 -3.48707 1.09636
H 3.25816 -4.15702 2.34517
H 0.89123 -3.00628 2.85369
C -2.24568 2.93583 1.47950
C -0.87736 3.31142 0.94965
O -0.10349 2.11379 0.88217
H -2.16527 2.15787 2.23872
H -2.87619 2.57593 0.66646
H -2.70578 3.85147 1.85099
H -0.13702 3.92673 1.46092
H -0.94421 3.78601 -0.02932
H -0.62154 1.52683 0.32656
C -2.37794 -4.63938 1.27367
C -2.08273 -5.20464 2.68922
O -0.99618 -6.03473 2.59024
H -1.63694 -3.86939 1.05889
H -3.29697 -4.05359 1.25526
H -2.52060 -5.46217 0.57312
H -3.01257 -5.64405 3.05035
H -1.88686 -4.42084 3.42092
H -0.23237 -5.45682 2.65524
C -1.13987 3.93607 -3.25290
C 0.20680 4.59753 -3.61701
O -0.07236 5.94033 -3.75167
H -1.86862 4.16732 -4.02978
H -1.55197 4.29499 -2.30980
H -1.09226 2.86612 -3.05031
H 0.57522 4.09812 -4.51308
H 0.91573 4.28740 -2.84932
H -0.04347 6.16426 -4.68474
*
```

The LUMO energy (spin up / spin down) comes out at 2.4778 / 2.3826 eV. Its highest occupied orbital energy (spin up / spin down) is 0.7 / -7.3 eV. The calculation puts the calculated total energy at -33746.4398 eV. The calculation puts the orbital gap (spin up / spin down) at 1.8 / 9.6 eV. As for the energy relative to the best compared isomer or geometry (same formula, charge and spin): 114.09 kJ/mol. The molar mass is 368.55 g mol⁻¹.

Mulliken population analysis, charges in e, atoms 1 to 4: number 1, C, carries -0.213; number 2, C, carries -0.633; number 3, O, carries -0.524; number 4, H, carries 0.411

Record 2
The following is a quantum chemistry calculation of 8 unconnected molecules or ions with the total composition C16H48O8 in a non-equilibrium geometry, from OMol25.

ORCA input file:
```
! wB97M-V def2-TZVPD RIJCOSX def2/J DEFGRID3
* xyz 0 1
C 4.09948 4.33012 -0.15912
C 3.12788 3.44852 0.57710
C 2.61894 2.31222 -0.27627
O 3.75882 2.84090 1.71405
H 3.64551 4.76083 -1.05533
H 4.97436 3.75778 -0.46663
H 4.41679 5.16829 0.46773
H 2.28048 4.05476 0.92192
H 2.00273 1.63971 0.32045
H 3.44458 1.73169 -0.69399
H 2.04815 2.66936 -1.13301
H 4.03008 3.53479 2.32171
C 3.83280 -2.09640 2.78712
C 2.50770 -1.45929 3.20143
C 1.36522 -2.43341 3.03215
O 2.52469 -1.10333 4.58661
H 4.00271 -2.97942 3.40974
H 4.67667 -1.41268 2.90237
H 3.81385 -2.42035 1.74465
H 2.35427 -0.56420 2.58234
H 1.36716 -3.08820 3.90544
H 1.49704 -3.03635 2.13567
H 0.40252 -1.92577 2.99636
H 3.19984 -0.42972 4.71017
C 2.12086 -3.02234 -1.68029
C 3.47384 -2.35615 -1.85898
C 3.34113 -0.83871 -1.85590
O 4.33517 -2.78120 -0.79941
H 1.68092 -2.71948 -0.73020
H 2.23273 -4.10904 -1.69967
H 1.44748 -2.77959 -2.50269
H 3.87095 -2.66346 -2.83718
H 2.76279 -0.45992 -2.69764
H 4.33032 -0.37511 -1.85519
H 2.84125 -0.53569 -0.93006
H 5.23765 -2.59118 -1.06942
C -4.99201 0.39578 -1.27649
C -6.29263 0.98378 -1.73440
C -6.89498 1.96221 -0.73199
O -5.99861 1.66883 -2.98275
H -5.06079 -0.00716 -0.26232
H -4.20220 1.14750 -1.24692
H -4.66272 -0.43073 -1.90582
H -7.02110 0.21075 -1.99181
H -6.40374 2.93277 -0.81850
H -6.76103 1.60653 0.29192
H -7.96806 2.09089 -0.88638
H -6.77304 2.18020 -3.23567
C -0.46786 0.23421 -3.08282
O 0.54969 1.18955 -2.89270
H -0.20462 -0.73492 -2.64502
H -1.40997 0.50697 -2.59435
H -0.68647 0.08669 -4.14318
H 0.20353 1.93799 -2.40424
C -0.96147 -3.74271 0.07051
O -2.18444 -3.13953 0.41976
H -0.10343 -3.28736 0.58386
H -0.96810 -4.78875 0.37453
H -0.74046 -3.67338 -1.00264
H -2.07693 -2.18899 0.25776
C -3.61845 2.28953 1.61199
O -3.63382 0.88653 1.89595
H -3.38410 2.40744 0.55923
H -4.59754 2.73271 1.80665
H -2.87443 2.79085 2.23489
H -3.95640 0.75937 2.79194
C -0.55173 -0.24646 0.50452
O -1.90287 -0.34499 0.03510
H 0.07305 -0.91156 -0.09120
H -0.17090 0.75503 0.28022
H -0.51151 -0.50160 1.56025
H -2.45725 0.17405 0.63408
*
```

The LUMO energy comes out at 0.3314 eV. Its highest occupied orbital energy is -9.6 eV. Its SMILES is CC(C)O.CC(C)O.CC(C)O.CC(C)O.CO.CO.CO.CO. The calculation puts the calculated total energy at -33748.5502 eV. The calculation puts the orbital gap at 9.9 eV. As for the energy relative to the best compared isomer or geometry (same formula, charge and spin): 188.25 kJ/mol. The molar mass is 368.55 g mol⁻¹.

Mulliken population analysis, charges in e, atoms 1 to 4: number 1, C, carries -1.388; number 2, C, carries 0.418; number 3, C, carries -0.543; number 4, O, carries -0.531

Record 3
The following is a quantum chemistry calculation of a molecular structure, C16H48O8S8 in a non-equilibrium geometry, from OMol25.

ORCA input file:
```
! wB97M-V def2-TZVPD RIJCOSX def2/J DEFGRID3
* xyz 0 1
C -1.12671 -3.74652 5.82120
S -1.05571 -4.32452 4.08820
O -2.15371 -3.56752 3.38420
C 0.34129 -3.36252 3.67720
H -1.85671 -4.19152 6.30420
H -1.52071 -2.60652 5.70020
H -0.18771 -4.02752 6.31220
H 0.82629 -3.70552 2.85520
H 1.12229 -3.49952 4.57720
H 0.19729 -2.36052 3.91320
C -1.13371 -2.37352 -6.32380
S -0.67271 -3.15952 -4.79980
O 0.38529 -4.22052 -5.20080
C 0.43829 -1.91952 -4.00680
H -0.26671 -2.41052 -6.98780
H -1.78071 -1.43152 -5.96280
H -1.90171 -2.80252 -6.77780
H 0.56329 -2.36152 -2.96980
H 0.12429 -0.90952 -3.75580
H 1.33029 -1.86252 -4.51680
C 0.49229 4.96148 -5.20480
S 1.61229 3.56548 -5.35080
O 2.96629 3.93648 -5.96280
C 2.14929 3.55848 -3.67480
H 0.15729 5.52648 -6.18380
H 0.86329 5.80148 -4.70080
H -0.24771 4.68948 -4.51180
H 2.90029 4.48148 -3.66180
H 2.88529 2.65948 -3.38180
H 1.45429 3.47248 -2.89880
C -1.27871 1.49348 1.91920
S -1.85871 0.66648 3.28920
O -0.62471 0.24148 4.00920
C -2.56071 2.00048 4.21020
H -2.28671 1.98748 1.37720
H -0.66271 0.80748 1.15620
H -0.50071 2.19148 2.10920
H -2.76871 1.51448 5.10220
H -3.42971 2.29748 3.57320
H -1.82271 2.82148 4.20020
C -3.30471 -1.70252 -0.16280
S -2.44971 -3.21952 -0.38380
O -2.27771 -3.27752 -1.90780
C -0.89971 -2.64852 0.21220
H -3.39071 -1.35752 0.92920
H -4.29371 -1.89152 -0.54680
H -2.81571 -0.77352 -0.60580
H -0.79271 -2.21352 1.27520
H -0.63371 -1.90152 -0.61980
H -0.13371 -3.57152 -0.06480
C 3.21629 0.29348 4.97020
S 1.98929 1.38948 5.42820
O 2.50229 2.03948 6.66420
C 2.13129 2.62748 4.18420
H 4.14329 0.96048 4.25120
H 2.64229 -0.31752 4.23120
H 3.51929 -0.24852 5.74620
H 3.10529 3.04648 4.25920
H 1.44529 3.60548 4.28220
H 2.16129 2.14848 3.29720
C -0.97071 1.22948 -1.93580
S -1.71171 1.80148 -3.50280
O -0.61871 1.73948 -4.51680
C -2.78171 0.38048 -3.74980
H -0.36671 2.03848 -1.54580
H -0.43671 0.33748 -1.94780
H -1.75171 1.20548 -1.05380
H -3.15971 0.26848 -4.77780
H -3.46271 0.36248 -2.93880
H -2.27271 -0.44152 -3.43580
C 2.34629 0.41848 -0.96180
S 3.25029 -0.02652 0.52220
O 3.29529 1.30048 1.26320
C 2.11529 -1.11452 1.30620
H 1.39129 0.77048 -0.63180
H 1.92029 -0.44652 -1.51480
H 2.67829 1.28248 -1.41780
H 1.11329 -0.66952 1.42020
H 2.35929 -1.19352 2.45720
H 2.08929 -2.06152 0.77820
*
```

The LUMO energy comes out at -0.3568 eV. Its highest occupied orbital energy is -8.4 eV. The calculation puts the calculated total energy at -120417.3831 eV. The calculation puts the orbital gap at 8.0 eV. As for the energy relative to the best compared isomer or geometry (same formula, charge and spin): 783.60 kJ/mol. The molar mass is 625.09 g mol⁻¹.

Mulliken population analysis, charges in e, atoms 1 to 4: number 1, C, carries -0.963; number 2, S, carries 0.424; number 3, O, carries -0.563; number 4, C, carries -0.753

Record 4
The following is a quantum chemistry calculation of 8 unconnected molecules or ions with the total composition C16H49F2N3O11S2 in a non-equilibrium geometry, from OMol25.

ORCA input file:
```
! wB97M-V def2-TZVPD RIJCOSX def2/J DEFGRID3
* xyz -1 2
O 2.54873 1.32766 1.30137
H 2.60567 1.86010 2.09814
H 1.77232 1.47235 0.75561
H 2.58094 0.39011 1.50531
N 0.48669 1.71933 0.05722
S -0.84884 2.79130 -0.26770
O -2.13429 2.46519 0.35266
O -0.89440 3.62698 -1.44273
F -0.31222 3.85798 0.81969
S 0.15326 0.88182 -1.19800
O 0.36698 1.35038 -2.56898
O -0.97630 -0.03866 -1.05939
F 1.43176 -0.20122 -1.06217
C -1.66562 -0.99765 3.62859
C -1.02326 -0.52175 2.27090
O -0.38638 0.67087 2.47927
H -1.88648 -2.06370 3.68206
H -2.53057 -0.43980 3.98740
H -0.86823 -0.91420 4.36704
H -1.75912 -0.45306 1.46972
H -0.38979 -1.33977 1.92790
H -0.08463 1.00103 1.62984
C -3.24855 5.21578 3.88192
C -1.74922 5.10013 3.62353
O -0.93255 5.79821 4.52154
H -3.76543 6.10323 3.51674
H -3.41447 5.30718 4.95534
H -3.92414 4.49892 3.41525
H -1.56489 5.46439 2.61287
H -1.49886 4.03929 3.61850
H -1.02360 5.45756 5.41444
C -2.50445 0.26800 -4.02275
C -2.60981 1.79106 -4.23032
O -1.43249 2.18872 -4.83035
H -3.44713 -0.01711 -3.55568
H -1.71067 -0.19608 -3.43739
H -2.36759 -0.25342 -4.97011
H -2.55780 2.17874 -3.21292
H -3.54153 2.23560 -4.58011
H -0.74092 2.01875 -4.18657
C 1.53528 -3.16098 1.15918
C 2.87988 -2.51451 1.12962
O 2.99369 -1.37346 1.94860
H 1.15936 -3.36410 2.16193
H 1.75207 -4.19927 0.90806
H 0.75159 -2.67278 0.57988
H 3.09815 -2.04108 0.17237
H 3.68821 -3.23287 1.26623
H 2.89519 -1.74586 2.82793
C 4.83305 3.87754 -2.12586
C 3.93635 2.98369 -2.90279
C 3.99584 1.43801 -2.35441
O 5.20937 0.81803 -2.59301
C 5.27974 -0.49657 -2.06272
N 2.48704 3.40137 -2.78247
H 4.50898 4.91809 -2.10803
H 5.82672 3.75340 -2.55634
H 4.85768 3.55644 -1.08452
H 4.17113 3.05073 -3.96510
H 3.25128 0.84427 -2.88470
H 3.71664 1.28479 -1.31198
H 6.30463 -0.85631 -2.15371
H 4.55012 -1.25213 -2.35405
H 5.15943 -0.31345 -0.99496
H 1.98392 2.53674 -2.92166
H 2.26870 3.64908 -1.82797
C -2.92864 -5.96656 2.22256
C -3.41816 -5.20563 1.02800
C -2.30833 -4.46304 0.19716
O -2.90847 -3.93110 -1.01601
C -2.05198 -3.18909 -1.88599
N -4.23915 -6.10715 0.32354
H -2.24660 -6.75620 1.90728
H -3.71731 -6.43840 2.80863
H -2.40980 -5.40422 2.99888
H -4.17287 -4.43558 1.18779
H -1.53540 -5.18945 -0.05386
H -1.86379 -3.66858 0.79660
H -1.07279 -2.84622 -1.55174
H -2.61278 -2.45240 -2.46124
H -1.88973 -3.98137 -2.61678
H -3.59855 -6.88306 0.23581
H -4.27185 -5.61498 -0.55783
*
```

The LUMO energy (spin up / spin down) comes out at 1.7575 / 1.6327 eV. Its highest occupied orbital energy (spin up / spin down) is -2.2 / -6.2 eV. The calculation puts the calculated total energy at -71478.2787 eV. The calculation puts the orbital gap (spin up / spin down) at 3.9 / 7.8 eV. The molar mass is 561.71 g mol⁻¹.

Mulliken population analysis, charges in e, atoms 1 to 4: number 1, O, carries -0.174; number 2, H, carries 0.470; number 3, H, carries 0.460; number 4, H, carries 0.413

Question: What is the calculated total energy in the fourth record?
Answer: -71478.2787 eV